No. 1
Formula: C5H16N3
Source: the Open Molecules 2025 dataset
Level of theory: ωB97M-V/def2-TZVPD

Each line ends with the Löwdin charge.
CARTESIAN COORDINATES (ANGSTROEM)
H (-0.96, 0.33, -2.21)  0.0462
H (-0.16, -0.73, 1.76)  0.1251
C (0.88, 1.81, 2.14)  -0.1100
H (-0.66, 3.11, 1.59)  0.1500
C (-0.94, -1.79, -2.15)  -0.2947
H (-0.64, 1.66, 0.80)  0.1519
N (0.22, -0.21, 0.99)  -0.0940
H (0.40, 2.93, 0.40)  0.1756
H (1.93, 0.89, 0.52)  0.1268
H (0.32, 1.58, 3.03)  0.1343
H (-1.68, -1.03, -0.38)  0.0983
H (-1.16, -2.69, -0.27)  0.1155
H (1.04, -1.96, 0.17)  0.1253
N (-1.19, -0.49, -2.74)  -0.0069
H (-0.90, -0.40, -3.70)  0.0712
H (0.01, -2.23, -2.49)  0.1100
N (-0.06, 2.44, 1.17)  0.1785
C (-0.87, -1.71, -0.62)  -0.1857
C (1.39, 0.57, 1.41)  -0.1996
C (0.44, -1.10, -0.16)  -0.2157
H (0.98, -0.58, -0.94)  0.1181
H (-1.71, -2.46, -2.53)  0.1094
H (1.73, 2.49, 2.26)  0.1359
H (2.08, 0.00, 2.04)  0.1346

Its total charge is +1. The energy above the lowest of the compared OMol25 structures with the same formula, charge and spin is 165.2 kJ/mol. The gap between HOMO and LUMO is 8.28 eV.

No. 2
Formula: C3H9N2OS
Source: the Open Molecules 2025 dataset
Level of theory: ωB97M-V/def2-TZVPD

Each line ends with the Löwdin charge.
CARTESIAN COORDINATES (ANGSTROEM)
H (-2.60, -2.02, 0.19)  0.0774
H (0.73, 1.62, 2.32)  0.1573
H (1.99, 2.41, 0.41)  0.1214
N (1.32, 2.02, -0.19)  0.2320
S (2.08, -1.71, -0.20)  0.3713
H (-1.10, -0.46, 1.33)  0.1797
H (-0.60, 0.20, -1.53)  0.1730
C (0.38, 1.26, 0.36)  -0.3887
N (-1.27, -0.51, 0.29)  -0.0307
C (-1.89, -1.62, -0.45)  -0.0314
H (1.67, 1.99, -1.10)  0.1198
H (-1.13, -2.35, -0.66)  0.0781
H (3.26, -1.15, -0.65)  -0.2501
O (0.17, 1.20, 1.66)  0.1317
H (-2.37, -1.37, -1.38)  0.0957
C (-0.62, 0.47, -0.39)  -0.0367

Its total charge is +1. The energy above the lowest of the compared OMol25 structures with the same formula, charge and spin is 326.1 kJ/mol. The gap between HOMO and LUMO (spin up / spin down) is 8.63 / 6.05 eV.